{
  "formula": "C16H34O5S",
  "method": "ωB97M-V with the def2-TZVPD basis set",
  "species": ["O", "C", "C", "C", "C", "O", "S", "O", "O", "O", "H", "H", "H", "H", "H", "H", "C", "C", "C", "C", "C", "C", "H", "H", "H", "H", "H", "H", "H", "H", "H", "H", "H", "H", "H", "H", "C", "C", "C", "C", "C", "C", "H", "H", "H", "H", "H", "H", "H", "H", "H", "H", "H", "H", "H", "H"],
  "coordinates": [[2.785262, 1.107552, -0.174483], [1.775041, 1.124667, -0.756246], [1.165894, 2.464710, -1.214437], [-0.340904, 2.381177, -0.974969], [-1.016739, 3.504691, -0.148715], [-2.425866, 3.348066, -0.442667], [-2.650295, 2.085963, -1.399835], [-2.730629, 0.830178, -0.763031], [-3.752482, 2.265666, -2.238663], [-1.193943, 2.199177, -2.100352], [1.163666, 0.228182, -0.991105], [1.444043, 2.579954, -2.263606], [1.564409, 3.254730, -0.580268], [-0.433079, 1.530678, -0.285127], [-0.600575, 4.473863, -0.412015], [-0.948782, 3.253614, 0.906521], [0.207151, -0.135395, 2.226471], [-0.257818, -0.057453, 3.675525], [-0.569990, 1.367385, 4.129934], [0.617917, 2.331988, 4.104280], [1.822006, 1.900157, 4.938916], [1.516192, 1.788858, 6.429291], [1.141725, 0.408642, 2.074536], [0.380270, -1.172829, 1.935922], [-0.550218, 0.279592, 1.554266], [0.493539, -0.511749, 4.326827], [-1.162811, -0.660347, 3.785850], [-0.988566, 1.331370, 5.139459], [-1.362254, 1.776327, 3.492810], [0.274605, 3.310778, 4.455295], [0.943494, 2.482346, 3.069045], [2.618266, 2.636623, 4.800797], [2.219019, 0.949698, 4.572619], [1.155041, 2.740170, 6.825614], [2.416034, 1.515075, 6.982152], [0.763098, 1.025411, 6.630913], [0.241708, -0.624459, -3.851823], [-0.744526, -1.538887, -3.129558], [-0.074210, -2.724823, -2.437044], [0.657803, -3.692976, -3.368022], [-0.204228, -4.306630, -4.469969], [-1.351613, -5.159567, -3.937491], [0.762300, -1.145678, -4.656754], [-0.282292, 0.224150, -4.295012], [0.990269, -0.231466, -3.159563], [-1.503674, -1.886173, -3.834930], [-1.274810, -0.953129, -2.372913], [-0.830198, -3.270123, -1.865169], [0.642932, -2.346438, -1.699505], [1.085608, -4.497699, -2.761545], [1.508424, -3.182044, -3.829026], [0.434933, -4.934807, -5.096584], [-0.600171, -3.525336, -5.124602], [-0.975794, -5.971926, -3.311921], [-1.910663, -5.602949, -4.763059], [-2.053518, -4.568553, -3.347034]],
  "forces_ev_per_a": [[2.7, -0.6, 1.5], [-2.3, 1.2, -1.4], [-0.8, -0.6, -0.2], [0.6, -0.1, 1.5], [0.3, -0.9, -0.1], [0.0, -0.1, -0.5], [-0.1, -0.7, -0.3], [1.1, -0.7, 1.8], [-0.5, 1.9, -1.7], [-0.5, 0.0, -0.1], [0.1, -0.1, 0.0], [-0.1, 0.4, 0.0], [0.3, 0.1, -0.3], [-0.4, -0.4, -0.6], [-0.7, 0.3, 0.0], [0.5, 0.4, 0.1], [0.1, -0.1, 0.0], [-0.1, 0.1, -0.1], [0.0, 0.0, 0.1], [0.0, 0.0, -0.1], [0.0, 0.1, 0.1], [0.1, -0.1, -0.1], [0.0, 0.0, 0.0], [0.0, 0.0, -0.1], [0.0, 0.0, 0.0], [0.0, 0.0, 0.0], [0.0, 0.0, 0.0], [0.0, 0.0, 0.0], [0.0, 0.0, 0.0], [0.0, 0.0, 0.0], [0.0, 0.0, 0.0], [0.0, 0.0, 0.0], [0.0, 0.0, 0.0], [0.0, 0.0, 0.0], [0.0, 0.0, 0.0], [0.0, 0.0, 0.0], [-0.2, 0.0, -0.1], [0.2, 0.1, 0.1], [-0.1, 0.0, 0.0], [0.1, 0.1, 0.0], [0.0, -0.1, 0.1], [0.0, 0.1, -0.1], [0.0, 0.0, 0.0], [0.0, 0.0, 0.0], [0.1, -0.1, -0.1], [0.0, 0.0, 0.0], [-0.1, 0.0, 0.0], [0.0, 0.0, 0.0], [0.0, 0.0, 0.0], [0.0, 0.0, 0.0], [0.0, 0.0, 0.0], [0.0, 0.0, 0.0], [0.0, 0.0, 0.0], [0.0, 0.0, 0.0], [0.0, 0.0, 0.0], [0.0, 0.0, 0.0]],
  "lowdin_charge": [0.10, -0.29, -0.05, -0.36, -0.09, -0.17, 0.59, -0.22, -0.19, -0.14, 0.12, 0.14, 0.13, 0.10, 0.14, 0.13, -0.10, -0.26, -0.23, -0.23, -0.27, -0.11, 0.06, 0.08, 0.06, 0.10, 0.11, 0.10, 0.10, 0.11, 0.09, 0.10, 0.10, 0.07, 0.07, 0.07, -0.10, -0.25, -0.22, -0.23, -0.27, -0.11, 0.07, 0.07, 0.05, 0.10, 0.09, 0.10, 0.10, 0.11, 0.10, 0.10, 0.10, 0.07, 0.07, 0.07],
  "largest_force_ev_per_a": 3.12,
  "homo_lumo_gap_ev": 10.986,
  "de_lowest_ev": 0.1888,
  "e_homo_ev": -10.467,
  "total_energy_ev": -38214.739
}